1.
ORCA calculation (ωB97M-V/def2-TZVPD) on one molecule with the formula C5H8N2.

**Highest occupied orbital energy**: -0.36127 Ha
**2S+1**: 1
**Orbital gap**: 10.80 eV
**Energy relative to the best compared isomer or geometry (same formula, charge and spin)**: 37.5 kcal per mole
**SMILES string**: C[C@H]1CN1CC#N

Positions of all 15 atoms, in Å:
C -1.9095 -0.9322 0.4755
C -0.5930 -0.5059 -0.1243
C -0.4263 0.8194 -0.7737
N 0.1135 0.5669 0.5547
C 1.5528 0.4588 0.7192
C 2.3188 0.2320 -0.5257
N 2.8735 0.0806 -1.5298
H -1.7532 -1.5983 1.3272
H -2.5132 -1.4539 -0.2716
H -2.4674 -0.0590 0.8246
H 0.0239 -1.3116 -0.5347
H 0.2649 0.8834 -1.6143
H -1.2625 1.5136 -0.8062
H 1.9253 1.3806 1.1777
H 1.7725 -0.3593 1.4122

2.
ORCA calculation (ωB97M-V/def2-TZVPD) on one molecule with the formula C24H34N2O6.

**Highest occupied orbital energy**: -0.32132 Ha
**2S+1**: 1
**Orbital gap**: 9.30 eV
**Energy relative to the best compared isomer or geometry (same formula, charge and spin)**: 4.2 kcal per mole
**SMILES string**: CCOC(=O)C1CCN(C(=O)c2ccc(OC3CCN(C(=O)CCOC)CC3)cc2)CC1

Positions of all 66 atoms, in Å:
C 6.9858 -2.6608 -5.2261
C 6.8117 -3.5242 -3.9853
O 5.4821 -3.4289 -3.4659
C 4.5499 -4.1974 -4.0328
O 4.7631 -4.9788 -4.9214
C 3.1871 -3.9221 -3.4238
C 2.5212 -2.8019 -4.2335
C 1.2076 -2.3871 -3.5559
N 0.5585 -3.5333 -2.9581
C -0.0213 -3.5433 -1.7321
O -0.3619 -4.5769 -1.1841
C -0.2647 -2.2157 -1.0919
C 0.1539 -2.0135 0.2158
C -0.1165 -0.8308 0.8807
C -0.8407 0.1720 0.2439
O -1.1657 1.3806 0.7742
C -0.8897 1.6661 2.1363
C -1.0298 3.1830 2.2993
C -2.4877 3.6047 2.0917
N -3.3405 2.9064 3.0223
C -3.9802 3.4248 4.0982
O -4.5768 2.7159 4.8866
C -3.9347 4.9373 4.2530
C -4.8060 5.3711 5.4386
O -4.9206 6.7686 5.5681
C -3.7869 7.4027 6.1022
C -3.2920 1.4689 2.8465
C -1.8722 0.9507 3.0738
C -1.2823 -0.0388 -1.0650
C -0.9974 -1.2142 -1.7238
C 0.8285 -4.7920 -3.6199
C 2.3040 -5.1769 -3.4551
H 8.0178 -2.7090 -5.5611
H 6.3404 -3.0224 -6.0228
H 6.7319 -1.6267 -5.0051
H 7.4578 -3.1852 -3.1734
H 7.0234 -4.5722 -4.2203
H 3.3372 -3.5677 -2.4004
H 2.3384 -3.1635 -5.2465
H 3.1803 -1.9352 -4.2979
H 1.4094 -1.6502 -2.7746
H 0.5479 -1.9228 -4.3012
H 0.6982 -2.7982 0.7195
H 0.2370 -0.7114 1.8927
H 0.1439 1.3758 2.3758
H -0.3968 3.6852 1.5674
H -0.7005 3.4606 3.3016
H -2.5862 4.6823 2.2020
H -2.7877 3.3286 1.0749
H -4.3126 5.4187 3.3488
H -2.9006 5.2507 4.4143
H -5.8234 5.0046 5.2866
H -4.4155 4.9255 6.3634
H -2.9359 7.3832 5.4108
H -4.0705 8.4381 6.2822
H -3.4828 6.9398 7.0492
H -3.9831 1.0218 3.5620
H -3.6129 1.2273 1.8279
H -1.8513 -0.1247 2.8942
H -1.5736 1.1375 4.1064
H -1.8542 0.7412 -1.5428
H -1.3656 -1.3669 -2.7271
H 0.1840 -5.5474 -3.1690
H 0.5674 -4.6859 -4.6765
H 2.6144 -5.8102 -4.2876
H 2.4382 -5.7375 -2.5301

3.
ORCA calculation (ωB97M-V/def2-TZVPD) on a 2-piece molecular cluster, C5H8Cl2O overall.

**Highest occupied orbital energy**: -0.32703 Ha
**2S+1**: 1
**Orbital gap**: 9.56 eV
**Energy relative to the best compared isomer or geometry (same formula, charge and spin)**: 33.4 kcal per mole
**SMILES string**: C=C(Cl)Cl.C=C(C)O

Positions of all 16 atoms, in Å:
C 1.7219 1.8146 -1.2849
C 1.7875 2.8942 -0.5166
Cl 3.3368 3.3788 -0.0200
Cl 0.5231 3.8413 0.2264
H 2.5391 1.1993 -1.7134
H 0.7632 1.4661 -1.6944
C -1.6474 0.0869 0.4540
C -0.4898 -0.3256 -0.0076
C 0.6237 -0.7726 0.8687
O -0.3069 -0.6755 -1.2893
H -1.7611 0.4786 1.5433
H -2.6040 0.0878 -0.1740
H 0.2751 -1.6911 1.5125
H 1.0727 -0.0480 1.5638
H 1.3734 -1.1565 0.2058
H -1.2158 -0.7222 -1.7505

4.
ORCA calculation (ωB97M-V/def2-TZVPD) on a 5-piece molecular cluster, C4H18O5 overall.

**Highest occupied orbital energy**: -0.33308 Ha
**2S+1**: 1
**Orbital gap**: 9.37 eV
**Energy relative to the best compared isomer or geometry (same formula, charge and spin)**: 46.8 kcal per mole
**SMILES string**: CO.CO.CO.CO.O

Positions of all 27 atoms, in Å:
C -2.9190 -2.1221 -0.9665
O -2.8449 -0.9344 -0.2404
H -3.8302 -2.7051 -0.8324
H -2.7772 -1.8355 -2.0085
H -2.1094 -2.8070 -0.7143
H -2.2574 -0.3295 -0.6992
C 1.8887 2.6301 3.1367
O 1.1832 3.0250 1.9770
H 1.1868 2.0525 3.7383
H 2.6553 1.9063 2.8598
H 2.1173 3.4480 3.8199
H 0.8466 2.2267 1.5635
C 2.6866 -1.8049 0.4336
O 1.3011 -1.8282 0.7014
H 3.3413 -1.4222 1.2166
H 3.1128 -2.7679 0.1523
H 2.7921 -1.1001 -0.3911
H 0.8455 -2.1316 -0.0872
C -1.1401 0.5304 -2.6993
O -1.5009 1.1310 -1.4699
H -0.4389 -0.2880 -2.5358
H -2.0344 0.1545 -3.1963
H -0.6930 1.3565 -3.2522
H -2.1284 1.8324 -1.6595
O 0.4585 0.8843 0.5270
H 0.4766 -0.0403 0.7738
H -0.2186 0.9394 -0.1473

5.
ORCA calculation (ωB97M-V/def2-TZVPD) on one molecule with the formula CH2N4.

**Highest occupied orbital energy**: -0.39364 Ha
**2S+1**: 1
**Orbital gap**: 11.75 eV
**Energy relative to the best compared isomer or geometry (same formula, charge and spin)**: 47.0 kcal per mole
**SMILES string**: c1nn[nH]n1

Positions of all 7 atoms, in Å:
C -1.0567 -0.0170 -0.0626
N -0.4395 1.1554 -0.0360
N 0.8004 0.9993 -0.0538
N 0.9822 -0.2735 -0.0965
N -0.0903 -0.9689 -0.0553
H -2.1455 -0.2918 0.0683
H 1.9494 -0.6034 0.2358

6.
ORCA calculation (ωB97M-V/def2-TZVPD) on a 2-piece molecular cluster, C10H30BN2O5P2S overall.

**Highest occupied orbital energy**: -0.37500 Ha
**2S+1**: 1
**Orbital gap**: 6.49 eV
**Energy relative to the best compared isomer or geometry (same formula, charge and spin)**: 0.0 kcal per mole
**Total charge**: +1

Positions of all 51 atoms, in Å:
C -1.5051 1.9192 0.8512
N -1.9053 3.1581 1.5461
C -1.6831 4.3763 0.7048
B -0.2006 4.8643 1.0822
P 1.2053 4.1488 -0.0483
O 2.0827 5.3988 -0.7551
O 2.2355 3.2020 0.9075
P 0.0548 6.0494 2.5799
O 0.8797 5.2849 3.8381
O -1.4131 6.4844 3.2498
S 1.0208 7.6426 2.0821
H -1.6997 1.0818 1.5239
H -0.4465 1.8609 0.5693
H -2.0815 1.8297 -0.0700
H -1.2594 3.2475 2.3308
H -2.4503 5.1263 0.9023
H -1.6857 4.0978 -0.3528
H 1.4560 5.9819 -1.1727
H 1.9874 3.3269 1.8162
H 1.0365 4.3785 3.6051
H -2.0063 5.7512 3.0857
C 1.1014 -2.8722 1.3020
C 1.2172 -3.4569 -0.0914
N -0.0872 -3.9300 -0.6971
C -0.6014 -5.0691 0.1456
C 0.1789 -4.5464 -2.0599
C 0.6739 -3.6225 -3.1554
C -1.1967 -2.8894 -0.7055
C -0.9200 -1.5459 -1.3637
O 0.1265 -0.8608 -0.7124
C 0.9993 -0.1284 -1.5731
H 0.7417 -3.6012 2.0283
H 2.0912 -2.5556 1.6286
H 0.4534 -2.0007 1.3420
H 1.8679 -4.3328 -0.0658
H 1.6654 -2.7443 -0.7748
H 0.1714 -5.8311 0.1982
H -1.4949 -5.4650 -0.3301
H -0.8448 -4.6966 1.1346
H -0.7525 -5.0210 -2.3686
H 0.9121 -5.3321 -1.8818
H -0.1427 -3.0829 -3.6285
H 1.1224 -4.2276 -3.9438
H 1.4324 -2.9148 -2.8255
H -1.4482 -2.7275 0.3410
H -2.0449 -3.3693 -1.1933
H -1.8337 -0.9494 -1.2560
H -0.7439 -1.6400 -2.4323
H 0.6076 -0.0095 -2.5840
H 1.9652 -0.6419 -1.6189
H 1.1603 0.8542 -1.1347

Please write out number 6 again, unchanged.
ORCA calculation (ωB97M-V/def2-TZVPD) on a 2-piece molecular cluster, C10H30BN2O5P2S overall.

**Highest occupied orbital energy**: -0.37500 Ha
**2S+1**: 1
**Orbital gap**: 6.49 eV
**Energy relative to the best compared isomer or geometry (same formula, charge and spin)**: 0.0 kcal per mole
**Total charge**: +1

Positions of all 51 atoms, in Å:
C -1.5051 1.9192 0.8512
N -1.9053 3.1581 1.5461
C -1.6831 4.3763 0.7048
B -0.2006 4.8643 1.0822
P 1.2053 4.1488 -0.0483
O 2.0827 5.3988 -0.7551
O 2.2355 3.2020 0.9075
P 0.0548 6.0494 2.5799
O 0.8797 5.2849 3.8381
O -1.4131 6.4844 3.2498
S 1.0208 7.6426 2.0821
H -1.6997 1.0818 1.5239
H -0.4465 1.8609 0.5693
H -2.0815 1.8297 -0.0700
H -1.2594 3.2475 2.3308
H -2.4503 5.1263 0.9023
H -1.6857 4.0978 -0.3528
H 1.4560 5.9819 -1.1727
H 1.9874 3.3269 1.8162
H 1.0365 4.3785 3.6051
H -2.0063 5.7512 3.0857
C 1.1014 -2.8722 1.3020
C 1.2172 -3.4569 -0.0914
N -0.0872 -3.9300 -0.6971
C -0.6014 -5.0691 0.1456
C 0.1789 -4.5464 -2.0599
C 0.6739 -3.6225 -3.1554
C -1.1967 -2.8894 -0.7055
C -0.9200 -1.5459 -1.3637
O 0.1265 -0.8608 -0.7124
C 0.9993 -0.1284 -1.5731
H 0.7417 -3.6012 2.0283
H 2.0912 -2.5556 1.6286
H 0.4534 -2.0007 1.3420
H 1.8679 -4.3328 -0.0658
H 1.6654 -2.7443 -0.7748
H 0.1714 -5.8311 0.1982
H -1.4949 -5.4650 -0.3301
H -0.8448 -4.6966 1.1346
H -0.7525 -5.0210 -2.3686
H 0.9121 -5.3321 -1.8818
H -0.1427 -3.0829 -3.6285
H 1.1224 -4.2276 -3.9438
H 1.4324 -2.9148 -2.8255
H -1.4482 -2.7275 0.3410
H -2.0449 -3.3693 -1.1933
H -1.8337 -0.9494 -1.2560
H -0.7439 -1.6400 -2.4323
H 0.6076 -0.0095 -2.5840
H 1.9652 -0.6419 -1.6189
H 1.1603 0.8542 -1.1347

Which value of energy relative to the best compared isomer or geometry (same formula, charge and spin) does entry 4 give?
46.8 kcal per mole